No. 1
39
Properties=species:S:1:pos:R:3 method="wB97M-V/def2-TZVPD" multiplicity=1 charge=+1 relative_energy_kcal_mol=0.0 gap_ev=10.50 mol_weight_g_mol=221.4
H 2.3425 1.9817 1.6932
H -1.1605 0.9157 -1.9291
O -2.7884 0.3481 -0.1633
H -0.9621 -0.5595 2.1863
H 1.0946 0.1141 0.3598
P 0.4897 2.3849 -1.0560
H -1.6967 2.5810 -1.8312
C 2.6624 -1.3057 0.6094
C -1.1058 -1.7936 -1.1165
H -1.2606 -1.2480 -2.0495
H 2.2198 -1.9515 -0.1482
C 1.8089 1.3700 -1.7579
H 3.5002 0.7293 2.1178
Si -2.3493 -1.2366 0.1762
C 2.4717 0.9038 1.7997
H -4.3225 -2.2681 -0.9292
H 3.4363 1.6845 -0.3957
H -4.6268 -1.9097 0.7833
H -1.3172 1.3618 0.8801
H -0.0607 -1.6812 -0.8216
H 2.3125 1.9987 -2.4941
C -1.1940 1.7866 -1.2777
H -2.4433 -1.4108 2.6339
H 0.7237 2.6085 0.2979
C 2.8139 0.8510 -0.7224
H -3.6165 -3.2798 0.3412
C -3.8831 -2.2563 0.0661
C -1.6441 -1.3596 1.8955
C 2.1871 0.1419 0.5005
H -1.0793 -2.2943 1.9489
H -1.2659 -2.8486 -1.3414
H 2.4154 -1.7241 1.5851
C -1.9873 1.4664 0.0194
H 1.3184 0.5629 -2.3049
H 1.8234 0.5567 2.6031
H -2.6391 2.3147 0.2257
H 0.5648 3.6507 -1.6299
H 3.4718 0.1655 -1.2552
H 3.7461 -1.3511 0.5008

No. 2
44
Properties=species:S:1:pos:R:3 method="wB97M-V/def2-TZVPD" multiplicity=1 charge=0 relative_energy_kcal_mol=0.0 gap_ev="7.63 / 7.61" mol_weight_g_mol=433.3
H 1.3695 1.1790 1.6688
P -0.0751 0.0834 -1.0177
C -2.1744 -0.2021 -2.8138
H 2.1271 2.0535 -0.4571
C 1.2322 2.6316 -0.6984
C -2.4146 -1.5686 -0.6759
Cl 1.4390 -2.0560 1.7484
H 1.4978 -3.1353 -2.1989
Ce -0.0842 0.1029 1.7339
H -2.3594 0.5832 -0.7852
H -3.3733 -1.3566 -0.1654
H -2.5907 -2.3316 -1.4361
H -3.1710 -0.5803 -3.0340
H 0.4588 2.8750 -3.4285
H 1.6559 1.5909 -3.1393
H 1.5583 3.5250 -1.2559
C 0.7219 -2.5151 -1.7288
H -2.1103 0.8285 -3.1980
C -0.0021 0.0176 5.1300
N 1.1582 -0.1378 5.7741
C 0.2142 1.8312 -1.5432
H -1.2681 0.1417 6.7926
H 1.2641 -0.1539 6.7908
H 1.0281 -0.7990 -2.9885
H 1.9557 -0.2434 5.1859
H 0.6965 -2.7938 -0.6693
C 0.6025 1.8700 -3.0213
C -1.8740 -0.2665 -1.3116
Cl -1.6440 2.1967 1.5238
O 0.0018 0.0528 3.8869
H 0.7924 2.9851 0.2418
C 2.5226 -0.7466 -1.4120
H -1.6259 -0.8132 1.8012
C 1.0786 -1.0279 -1.9081
H -0.7646 2.3274 -1.3917
H 3.1808 -1.5932 -1.6628
H 0.0073 1.1822 -3.6409
H -1.9622 0.2378 5.1909
H -1.7647 -2.0154 0.0920
H -0.2354 -2.7778 -2.1822
H 2.5924 -0.6420 -0.3227
H 2.9493 0.1471 -1.8727
H -1.4543 -0.8143 -3.3799
N -1.1567 0.1277 5.7788

No. 3
44
Properties=species:S:1:pos:R:3 method="wB97M-V/def2-TZVPD" multiplicity=1 smiles=COCCNCCOC.OCCO.OCCO charge=0 relative_energy_kcal_mol=26.2 gap_ev=9.46 mol_weight_g_mol=257.3
H -6.2099 -3.4488 -6.3740
C 0.2618 3.5354 -4.5416
C -5.1209 -1.7549 -7.1732
H 3.8532 0.6078 6.5304
H 3.2482 -1.1319 2.2148
O -5.0715 -0.3684 -6.9018
H -0.2762 4.4033 -4.1603
C 3.3902 -0.4521 4.2344
H 4.0019 -3.0342 1.2161
H 1.6735 -0.9216 5.2843
C 2.8302 0.2383 6.4587
O 4.5327 -2.3894 3.1155
H 5.0982 -4.0592 1.9829
H 2.1063 1.9319 5.2615
H 3.1552 0.5503 3.8767
H 1.2785 3.9060 -4.6721
C 3.2594 -1.6447 3.1766
H 2.4448 -2.2979 3.4895
N 2.6679 -0.8656 5.4521
H -0.7793 2.5685 5.7103
H -8.0533 -1.7638 -5.8541
H -1.0928 2.8342 -5.6840
O 0.5616 1.2090 -3.7768
H -0.8491 2.4360 -2.9411
H 0.6945 2.9498 -2.4862
C -6.2688 -2.3663 -6.2600
H -5.2884 -2.0112 -8.2193
H 3.5378 -4.1176 2.6107
C -0.4148 1.6135 5.3319
H -5.8128 0.0550 -7.3410
H 4.4366 -0.3036 4.5011
H 0.1096 1.6785 4.3785
H -1.3096 1.0022 5.2147
H -4.2301 -2.2055 -6.7356
H -6.1504 -2.0491 -5.2240
C 0.1669 2.5048 -3.3299
H 2.5975 -0.2950 7.3804
C 4.2572 -3.4038 2.2093
O 0.5360 0.8586 6.0258
O -7.5348 -1.8763 -6.6542
H 0.3022 1.2392 -4.7006
O -0.1597 3.0530 -5.7397
H 1.8109 2.1773 6.9430
C 1.8096 1.4085 6.1704

No. 4
49
Properties=species:S:1:pos:R:3 method="wB97M-V/def2-TZVPD" multiplicity=2 charge=0 relative_energy_kcal_mol=0.0 gap_ev="6.44 / 5.06" mol_weight_g_mol=408.2
H 4.4467 1.2503 -0.3125
O -1.3376 -0.7138 -2.1220
O 0.9309 -2.0879 -0.1549
H -4.9374 1.6609 0.3646
C -3.0846 1.9265 -0.3975
H 0.8566 2.1690 3.0766
N 2.3844 -2.1918 -1.8518
O 0.3439 0.5892 2.0940
H 0.6441 1.2767 5.3798
H -2.4267 -1.2569 1.4750
O -1.9250 -1.2627 0.6533
H 2.9622 1.5839 -3.7339
H -2.6713 -2.2971 -2.4043
N 1.8503 -4.1069 -0.6383
N -3.5812 2.8331 -1.2840
H 2.9929 0.5102 0.4395
H -1.2076 2.5707 4.2536
C 3.5758 1.1685 -2.9304
C 0.2019 1.3044 3.2741
H -3.5996 -1.2049 -0.6583
H -1.8984 1.0846 3.6567
C -2.7384 -1.8274 -0.3972
N -3.9851 1.3621 0.4471
Ag -0.1335 0.0010 -0.2537
C 3.5518 0.6399 -0.4895
C -1.2024 1.8900 3.4001
O -1.8961 1.6146 -0.4376
H 2.9760 -2.7990 -2.3865
H -1.1494 -2.7064 -1.5320
H -3.0263 -2.8044 -0.0055
H 0.1003 -0.3096 4.7067
H -4.5516 3.0730 -1.2427
H 2.2159 -1.1948 -2.0261
C 0.6869 0.5939 4.5334
H 3.9841 0.1829 -3.1700
H 1.7147 0.2582 4.3953
C -1.9178 -1.9495 -1.6912
H -1.4254 -0.6948 -3.0800
H -2.9123 3.2251 -1.9195
H 4.4416 1.8439 -2.9353
H 3.9286 -0.3650 -0.7179
C 2.7486 1.2083 -1.6368
H 2.6332 2.2880 -1.4339
O 1.5293 0.5588 -1.7632
H -3.6986 0.6698 1.1070
H -1.5524 2.3888 2.5001
C 1.7291 -2.7534 -0.8186
H 1.3345 -4.5346 0.1044
H 2.0946 -4.6653 -1.4364

No. 5
49
Properties=species:S:1:pos:R:3 method="wB97M-V/def2-TZVPD" multiplicity=1 smiles="C[C@H](Br)[C@@H](Br)[Si@@](C)(Cl)[PH2]=S.CN(C)P(=O)(N(C)C)N(C)C" charge=0 gap_ev=8.19 mol_weight_g_mol=523.7
N -0.6338 0.7152 3.8347
H 0.4458 3.4954 2.7213
H 4.2441 -1.6405 -2.6504
H 0.8057 -0.4229 2.7352
P -0.4931 -4.3277 -3.9437
H 1.3578 1.1763 3.3121
C -1.2006 -0.9894 -3.9496
H 0.1338 3.2870 4.4585
C 4.3283 -2.1034 -3.6357
H -1.9328 1.1076 -0.4494
C -1.4262 0.3654 0.1790
C -1.2954 -0.4007 4.5543
H -0.4386 4.7098 3.5849
Si 0.1508 -2.2012 -4.4051
N -0.7252 0.9812 1.3112
P -1.7859 1.3839 2.6576
C 0.1923 1.9659 0.7515
Br 1.7325 -0.4217 -2.2317
H 0.6378 1.5873 -0.1709
S -0.7627 -5.3478 -5.5979
H -2.1715 -0.3541 0.5142
C -0.2945 3.6293 3.5045
H -1.4534 -1.2662 3.8993
H 1.0493 2.1543 1.4000
H -0.8494 0.0345 -4.0990
C -2.5610 3.4074 4.1831
H -1.5851 -1.1719 -2.9410
H -3.5642 3.1479 3.8409
Cl 0.3929 -2.0548 -6.4756
H -0.3054 2.9170 0.5218
C 3.0199 -1.8847 -4.4283
N -1.5610 3.0016 3.1980
O -3.0153 1.6169 1.8026
H 4.5005 -3.1808 -3.5287
H -2.5456 4.4875 4.3336
H -0.7130 -0.1738 -0.4496
H -2.2725 -0.0784 4.9312
H 1.1719 -0.1238 4.4351
C 1.7944 -1.9505 -3.4626
Br 3.1173 -0.1024 -5.2462
H -1.6699 -4.2426 -3.1514
H -0.7130 -0.7199 5.4193
H 2.0001 -2.8185 -2.8250
H 5.1633 -1.6706 -4.1880
H 0.5141 -4.9210 -3.1345
H -2.3912 2.9177 5.1542
H 2.9198 -2.6727 -5.1771
H -2.0413 -1.1630 -4.6344
C 0.7291 0.3161 3.5375

No. 6
49
Properties=species:S:1:pos:R:3 method="wB97M-V/def2-TZVPD" multiplicity=1 charge=-2 relative_energy_kcal_mol=169.6 gap_ev=2.74 mol_weight_g_mol=382.9
C -4.7973 -0.2566 -1.7010
H 5.9134 3.9484 -4.3080
O 0.4025 1.9654 4.5465
P -1.1086 1.8367 4.6414
H 2.9613 -3.8918 4.0272
H 3.7881 0.2809 -1.5539
O 5.8461 2.5201 -2.8314
O 1.1415 -3.1640 3.8001
H -3.7370 1.0492 -0.4985
H 5.4874 0.4546 -1.4027
C 4.6183 2.9240 -2.2016
H 0.5763 -2.6245 4.3579
C -6.2222 -2.8487 -2.3716
O -1.5253 0.3130 4.5998
H 0.5043 -4.4478 5.7866
C 4.3776 2.2300 -0.8583
C 4.5513 0.7201 -0.9115
H -4.2863 -0.6460 -3.6900
O -5.5701 -2.0092 -3.2966
H 5.1236 2.5020 -0.1115
O -1.8205 2.4793 3.4095
N 3.0763 2.5499 -0.3104
H 2.9224 2.3529 0.6682
H -6.5305 -2.2996 -1.4819
H 2.4471 -2.7064 5.2794
O -1.6495 2.5080 5.9742
H 4.5641 4.0124 -2.2243
C 2.1459 -3.5574 4.6686
H 4.5377 0.2239 0.0589
Cu -0.2371 0.0955 1.2695
H 2.0977 -4.9570 6.3108
H 5.1368 2.4789 -4.8236
H 2.9903 3.5510 -0.2086
C 5.9599 2.8628 -4.2209
N -3.6065 0.4916 -1.3304
H -3.6459 -1.8431 -2.5335
H 1.2770 -5.6252 4.8853
H -3.3966 1.1763 -2.0425
H -5.5023 -3.6437 -2.1772
H 3.7454 2.6211 -2.7799
C -5.8339 0.7763 -2.0763
C 1.5014 -4.7096 5.4326
H -5.0953 -0.8128 -0.8122
C -4.5127 -1.2406 -2.8049
H -6.8483 0.3775 -2.0762
H 6.8262 2.5278 -4.7914
H -7.1173 -3.1778 -2.8994
H -5.9001 1.5380 -1.2994
H -5.5765 1.0944 -3.0866

No. 7
64
Properties=species:S:1:pos:R:3 method="wB97M-V/def2-TZVPD" multiplicity=1 charge=-1 gap_ev=7.83 mol_weight_g_mol=588.4
O -1.9830 -2.4100 -4.4694
H 10.4666 -0.2555 1.0089
C -1.7325 -2.1314 -3.2967
H -4.2700 -6.7016 -6.1401
N 10.6553 0.6584 1.3762
H 9.1703 3.0470 2.9396
C 9.6179 1.3011 2.0001
H -3.3522 -5.2319 -6.0855
H -4.4356 1.5559 2.6425
S 1.3550 1.0219 0.0723
H 2.3684 0.8108 2.6444
H 4.1503 1.9362 1.7349
C 3.4887 -2.4529 0.5412
F -1.2249 0.9306 -0.5083
N -3.8474 -5.9636 -5.6111
N -6.3140 2.7577 3.8393
O 3.3572 -1.2418 0.1878
N -6.1032 2.8051 -0.2394
N 3.6062 -3.5550 0.8685
H 6.2351 0.9741 1.6041
O -4.3940 4.1803 0.3112
P 2.8498 -0.0581 1.6103
O 1.3101 2.4698 0.2130
C 4.1519 1.1289 0.9991
F -2.2002 1.4001 1.7127
H -5.7536 3.8344 -2.5399
H 10.8114 2.9819 2.3948
N 9.9120 2.5506 2.4827
H -3.4346 -4.9741 -2.5864
H -6.7587 2.4363 -0.9007
F -0.2138 1.6026 2.5343
H -2.5375 -2.1102 -1.3549
H -0.3353 -1.4646 -1.9091
H 11.5688 1.0539 1.2675
C -5.1620 3.7507 -0.5314
H 1.7839 -0.9804 1.8329
O 8.5180 0.8009 2.1136
C -6.4661 1.5775 3.1662
H 0.2007 -1.5810 -3.5446
H -7.1306 3.1488 4.2685
H 3.7255 -0.7412 2.5125
O -4.5856 -6.9111 -3.6855
O 1.4998 0.5297 -1.2937
N -5.3274 1.0968 2.5847
N -0.5296 -1.7003 -2.8676
H -5.4416 3.2487 3.8981
C -3.9782 -6.0136 -4.2473
H 3.8666 1.5831 0.0472
C -0.4166 0.4238 0.4469
H 5.9780 0.7169 -0.0970
N -3.3814 -4.9829 -3.5868
N -2.6928 -2.2769 -2.3321
H 5.5728 -0.5631 1.0753
C -1.0086 0.7881 1.8497
O -7.5418 1.0089 3.0763
H -2.8759 -4.2466 -4.0616
N -5.1396 4.1839 -1.8301
H -4.4452 4.8654 -2.0712
C 5.5611 0.5106 0.8917
F -0.4476 -0.9353 0.3136
H -5.3958 0.2349 2.0764
H -3.5948 -2.5844 -2.6441
H -6.1151 2.4725 0.7086
F -1.2142 -0.3113 2.5868

No. 8
50
Properties=species:S:1:pos:R:3 method="wB97M-V/def2-TZVPD" multiplicity=1 charge=-1 relative_energy_kcal_mol=38.9 gap_ev=6.45 mol_weight_g_mol=526.0
H 0.8535 3.4551 -2.2195
C -1.4651 -0.1633 -2.7792
H -3.9023 -0.0764 0.6775
C -0.2135 3.4518 -1.9802
O -0.6243 -0.7986 -1.8031
Hg 0.1646 -0.1366 0.2089
C -3.5878 0.1918 2.8278
C -3.1420 0.2605 1.3876
H 0.3789 -1.7349 4.9450
H -0.6653 2.7606 -2.7011
H -1.6301 -0.0794 -4.9157
H 4.9652 0.1122 -0.1302
O 0.6281 -2.2117 0.4510
H -0.2293 4.0194 0.0974
H 0.0779 -0.1216 -4.3145
O -0.6546 -4.1807 0.9205
H -0.5383 4.3612 -2.5042
O 2.3261 -0.4494 -0.9114
H 1.5424 0.2271 4.1837
S 0.2135 -3.5104 -0.0803
C -0.6551 3.2482 -0.5628
C 4.6920 0.2025 -1.1872
O -0.3129 2.0531 0.0622
C 0.0808 -1.3561 3.9621
H -2.7272 0.4499 3.4541
H -2.8107 1.2635 1.1113
H -2.4596 -0.5694 -2.5748
H 2.9547 0.8445 -2.4143
H -1.0560 -1.5342 -4.3466
H 5.3204 1.0471 -1.4760
H -4.2305 1.0133 3.1510
O -1.9722 -0.5375 1.1885
C -0.9413 -0.4644 -4.1565
H 2.9703 1.4310 -0.8275
H -0.7416 -0.6571 4.1068
O 1.3397 -4.4675 -0.2416
H -1.5400 0.9008 -2.5600
H -0.8171 -1.7699 -1.7757
H -0.2408 -2.2199 3.3808
H -2.1606 -1.3363 1.7017
C 3.2018 0.5245 -1.3957
H 2.1974 -1.2693 3.3229
H 2.5962 -1.3235 -1.2220
H 1.4652 1.0031 2.3854
O -0.5243 -3.3274 -1.3333
H -1.7206 3.5240 -0.5084
C 1.3491 -0.6151 3.5175
O 1.1176 0.1147 2.2822
H -3.9286 -0.7915 3.1514
H 5.0562 -0.7579 -1.5555

No. 9
47
Properties=species:S:1:pos:R:3 method="wB97M-V/def2-TZVPD" multiplicity=1 smiles=COCCNCCOC.OCCO.OCCO.O charge=0 relative_energy_kcal_mol=53.3 gap_ev=9.68 mol_weight_g_mol=275.3
H 6.4953 8.4891 -2.0777
H -3.3008 2.0405 -7.0151
H 3.5601 4.1653 -3.3027
C -2.4779 -7.4144 5.1162
H -0.6318 2.5638 -8.1973
H 5.3740 9.8704 -2.2494
O 2.7242 4.0443 -3.7531
H -1.6906 -5.2966 5.8453
O -1.0476 -3.0579 2.2049
H -2.2984 -2.1422 0.7286
H -3.3124 -9.6444 6.2661
C 5.9602 9.2770 -1.5477
H 7.7279 10.5722 -1.3928
H 4.6519 9.2488 -0.1914
H -1.7812 1.3959 -8.7972
H -0.5977 -5.0095 3.7671
H -0.6245 -1.8947 0.6175
C -2.8661 -9.8341 5.2899
C -2.6529 2.8070 -7.4404
H -3.3531 4.1429 -8.8185
H -2.8688 -3.9785 2.8855
H 6.4351 11.0214 -0.4258
H -2.4705 3.6703 -6.8006
H -3.2949 -10.7186 4.8188
O -3.4534 3.2357 -8.5209
H -2.4439 -7.3781 6.2051
H -0.2278 0.9214 -6.6412
C -1.9939 -3.4106 3.2020
O -1.1581 1.0206 -6.8562
H -3.9665 -5.9405 4.4078
C -1.2132 -4.2394 4.2319
O 7.3912 9.6502 0.5081
C -1.4199 -1.9922 1.3563
H -1.4963 -7.7475 4.7792
C -2.8823 -6.0528 4.4060
H 6.6843 9.6339 1.1574
H 2.0644 4.2907 -3.1049
N -2.2318 -4.8934 5.0938
O -3.2095 -8.5959 4.5803
H -2.2986 -2.5413 3.7846
H -1.8037 -10.0770 5.3099
H -1.5144 -1.0303 1.8602
C 6.9890 10.1312 -0.7239
H -0.3868 -3.7357 4.7333
C -1.4970 1.9652 -7.9123
O 5.0709 8.5706 -0.7263
H -2.6619 -6.1025 3.3397

No. 10
18
Properties=species:S:1:pos:R:3 method="wB97M-V/def2-TZVPD" multiplicity=1 smiles="O=c1ccc(=O)c2c(=O)c(Cl)c(Cl)c(=O)c1=2" charge=0 gap_ev=7.53 mol_weight_g_mol=257.0
C -0.9727 1.4365 0.7830
C -1.6589 -0.4419 -1.0277
O -2.8067 -0.1000 -1.1295
C 1.0005 -1.5945 -0.8071
Cl 2.6104 2.5620 2.4206
C 0.0744 1.9716 1.7628
C -0.1005 -2.3822 -1.4940
C -1.3526 -1.7836 -1.6017
C -0.6928 0.2973 -0.1878
O -2.1441 1.8184 0.8664
O 2.1422 -2.0646 -0.7292
C 0.6359 -0.2461 -0.1804
C 1.3744 1.5781 1.5816
H -2.3097 -2.2435 -1.9237
Cl -0.2926 3.0795 3.1970
C 1.6758 0.5894 0.4863
H 0.1357 -3.4208 -1.9166
O 2.6812 0.9445 -0.1000